No. 1
Entry from the Open Molecules 2025 dataset: an isolated ion of composition C5H6NO and charge +1 at a distorted geometry (ωB97M-V/def2-TZVPD).

CARTESIAN COORDINATES (ANGSTROEM)
C (2.15128, -0.70085, 0.00938)
C (0.96927, -1.37231, 0.00004)
C (2.08928, 0.77482, 0.01224)
C (-0.19293, -0.61502, 0.01084)
C (-2.22870, 0.52729, -0.00014)
N (1.01913, 1.39358, 0.02185)
O (-1.41836, -0.64912, 0.03982)
H (3.10890, -1.19924, 0.04023)
H (0.95810, -2.45560, -0.02346)
H (3.04430, 1.29909, -0.01194)
H (-1.60709, 1.41145, -0.17540)
H (-2.75619, 0.61816, 0.95462)
H (-2.96598, 0.38309, -0.79084)

Force components x, y, z for each atom (eV/Å):
C -0.974 -0.430 0.094
C 0.566 -1.193 -0.004
C 0.651 -0.170 -0.095
C 1.694 4.189 -0.018
C -1.263 1.811 0.037
N -2.232 -1.771 -0.023
O 1.116 -1.764 0.073
H 0.037 -0.165 -0.061
H -0.084 -0.056 0.032
H -0.024 0.267 0.062
H -0.010 -0.367 0.001
H 0.273 -0.252 -0.145
H 0.250 -0.099 0.047

Values from the calculation:
Max |F| = 4.52 eV Å⁻¹
HOMO energy (alpha / beta) = -14.3389 / -14.3431 eV
LUMO energy (alpha / beta) = -0.246 / -0.246 Ha
Energy above the lowest of the compared OMol25 structures with the same formula, charge and spin = 128.4 kcal/mol
Gap between HOMO and LUMO (alpha / beta) = 7.66 / 7.66 eV
Net charge = +1

---

No. 2
Entry from the Open Molecules 2025 dataset: a 2-piece molecular cluster, C5H6NO overall at a distorted geometry (ωB97M-V/def2-TZVPD).

CARTESIAN COORDINATES (ANGSTROEM)
C (1.62679, 1.00443, -0.53709)
C (0.63067, 1.99182, -1.08346)
C (-0.61402, -1.58884, 1.32523)
C (-0.91317, -1.48975, -0.10885)
C (-1.54745, -0.45069, 1.04664)
N (0.40179, 0.71900, -0.42644)
O (-2.16682, -1.02658, 0.01706)
H (2.71505, 0.99717, -0.44578)
H (0.51914, 2.85774, -0.36188)
H (0.32712, 2.22951, -2.17245)
H (-1.13337, -2.35834, 1.86810)
H (0.45679, -1.42900, 1.83698)
H (-0.30254, -1.45646, -0.95806)

Force components x, y, z for each atom (eV/Å):
C -1.110 1.914 -1.713
C 0.213 2.612 0.139
C 3.854 0.168 0.020
C 0.130 -2.823 1.489
C -1.560 2.507 2.052
N 0.481 -2.004 0.943
O 0.841 0.276 -0.979
H -0.551 -1.012 0.409
H -0.266 -0.787 -1.280
H 0.803 -0.991 1.816
H -0.785 -0.156 0.062
H -2.458 -0.174 -1.655
H 0.408 0.471 -1.303

Values from the calculation:
Max |F| = 3.86 eV Å⁻¹
HOMO energy (alpha / beta) = -14.3902 / -14.3904 eV
LUMO energy (alpha / beta) = -0.234 / -0.234 Ha
Energy above the lowest of the compared OMol25 structures with the same formula, charge and spin = 211.7 kcal/mol
Gap between HOMO and LUMO (alpha / beta) = 8.03 / 8.03 eV
Net charge = +1

---

No. 3
Entry from the Open Molecules 2025 dataset: an isolated ion of composition C5H6NO and charge +1 at a distorted geometry (ωB97M-V/def2-TZVPD).

CARTESIAN COORDINATES (ANGSTROEM)
C (-0.58189, 1.77539, -0.00692)
C (0.36504, 0.65082, 0.02932)
O (1.67608, 1.06991, 0.10775)
C (2.41388, 0.00496, -0.02640)
C (1.71062, -1.18158, 0.05772)
N (0.33137, -0.66644, 0.03471)
C (-0.62990, -1.77369, 0.02730)
H (-1.56708, 1.34164, 0.11580)
H (-0.66185, 2.17889, -0.93375)
H (-0.32452, 2.51317, 0.80325)
H (-0.87417, -2.02017, -1.07741)
H (-1.52341, -1.32659, 0.30715)
H (-0.33415, -2.56632, 0.56147)

Force components x, y, z for each atom (eV/Å):
C -0.717 -1.693 3.393
C 1.165 0.292 0.500
O -1.513 -0.288 -0.731
C 0.628 -3.669 0.645
C -0.281 4.933 -0.416
N 2.924 -1.637 0.007
C -2.095 3.487 -5.169
H -0.427 0.157 0.618
H 0.442 1.559 -2.884
H -0.362 -0.723 -0.960
H 0.892 -0.002 1.709
H -1.920 0.222 1.220
H 1.263 -2.636 2.068

Values from the calculation:
Max |F| = 6.58 eV Å⁻¹
HOMO energy (alpha / beta) = -15.1980 / -15.0936 eV
LUMO energy (alpha / beta) = -0.239 / -0.274 Ha
Energy above the lowest of the compared OMol25 structures with the same formula, charge and spin = 170.6 kcal/mol
Gap between HOMO and LUMO (alpha / beta) = 8.69 / 7.63 eV
Net charge = +1

---

No. 4
Entry from the Open Molecules 2025 dataset: a 2-piece molecular cluster, C5H6NO overall at a distorted geometry (ωB97M-V/def2-TZVPD).

CARTESIAN COORDINATES (ANGSTROEM)
C (0.60703, -1.62998, -0.01862)
C (-0.66747, -0.98954, -0.01779)
C (1.54576, -0.55890, -0.02377)
C (-0.58959, 0.46647, 0.02511)
C (0.98596, 0.79585, -0.00932)
N (4.21404, -0.57399, 0.02120)
O (4.52071, 0.49644, 0.00889)
H (0.64233, -2.70058, -0.02528)
H (-1.67153, -1.48133, -0.12147)
H (-0.93558, 0.89253, -0.81703)
H (-1.23803, 0.80291, 0.87930)
H (1.50398, 1.39609, 0.63262)
H (1.08395, 1.22055, -0.95158)

Force components x, y, z for each atom (eV/Å):
C -1.269 2.214 0.249
C 0.955 -0.946 -0.550
C -2.063 -1.660 -0.196
C 2.130 -0.665 3.868
C -2.387 -3.303 -0.123
N -0.942 -2.892 0.051
O 0.980 2.935 -0.038
H 0.841 -0.240 -0.062
H 1.219 0.204 0.184
H -1.915 1.438 -3.020
H 0.875 0.150 -0.512
H 0.808 1.870 2.229
H 0.768 0.894 -2.082

Values from the calculation:
Max |F| = 4.47 eV Å⁻¹
HOMO energy (alpha / beta) = -11.7884 / -16.5423 eV
Multiplicity = 3
LUMO energy (alpha / beta) = -0.253 / -0.242 Ha
Energy above the lowest of the compared OMol25 structures with the same formula, charge and spin = 53.0 kcal/mol
Gap between HOMO and LUMO (alpha / beta) = 4.92 / 9.95 eV
Net charge = +1

---

No. 5
Entry from the Open Molecules 2025 dataset: a 2-piece molecular cluster, C5H6NO4S2 overall at a distorted geometry (ωB97M-V/def2-TZVPD).

CARTESIAN COORDINATES (ANGSTROEM)
C (1.04197, 0.30633, -1.59388)
C (-0.89557, -1.77419, 0.81191)
C (-0.15900, 0.43285, 1.93558)
C (0.75123, 1.54587, -2.43083)
C (0.24335, -1.01564, 0.25733)
N (-0.04140, -0.14497, -0.84035)
O (-2.17169, -1.35674, 0.34411)
O (2.01829, -0.37759, -1.69749)
O (-0.81556, -2.76640, 1.50877)
O (0.43120, 0.98889, 4.40213)
S (-0.64603, 1.74851, 1.25919)
S (0.45446, -0.15806, 3.35818)
H (1.68279, 1.79774, -2.95029)
H (-0.16258, 1.25270, -2.93632)
H (0.54129, 2.41008, -1.73512)
H (1.31478, -1.19306, 0.53039)
H (-0.84584, 0.39698, -0.76166)
H (-2.74167, -2.09331, 0.53835)

Force components x, y, z for each atom (eV/Å):
C -2.224 -0.047 0.039
C 0.392 -0.570 -1.171
C 1.543 -2.716 0.003
C 0.573 0.475 2.142
C -1.458 1.560 1.440
N 2.994 -1.925 0.541
O 1.942 0.492 -0.036
O 1.750 -0.195 -0.052
O -0.155 0.300 0.104
O 0.092 -1.399 -0.810
S -0.914 2.306 -0.554
S -0.471 1.743 0.307
H -0.722 -0.240 -0.595
H 0.142 0.567 -0.856
H -0.045 -0.909 -0.682
H -1.511 -0.242 -0.571
H -1.549 1.306 0.339
H -0.377 -0.503 0.410

Values from the calculation:
Max |F| = 3.60 eV Å⁻¹
HOMO energy (alpha / beta) = -3.7485 / -3.7492 eV
LUMO energy (alpha / beta) = 0.115 / 0.115 Ha
Energy above the lowest of the compared OMol25 structures with the same formula, charge and spin = 30.5 kcal/mol
Gap between HOMO and LUMO (alpha / beta) = 6.87 / 6.88 eV
Net charge = -1

---

No. 6
Entry from the Open Molecules 2025 dataset: one molecule with the formula C5H6NOP at a distorted geometry (ωB97M-V/def2-TZVPD).

CARTESIAN COORDINATES (ANGSTROEM)
C (0.72879, -0.70278, 0.07163)
C (-0.52444, -0.30211, -0.79023)
C (1.38791, -1.72206, -0.38908)
C (-1.67302, -0.44989, -0.19672)
C (1.07308, -0.05615, 1.46383)
N (-0.29571, 0.12574, -2.07030)
O (2.07847, -2.49007, -0.93830)
P (-3.11041, -0.35247, 0.62679)
H (0.78438, 0.88403, 1.18099)
H (2.22108, -0.10338, 1.62936)
H (0.62659, -0.40457, 2.40178)
H (0.63628, 0.42324, -2.44339)
H (-1.12386, 0.64437, -2.40382)
H (-3.51215, -1.69714, 0.52910)

Force components x, y, z for each atom (eV/Å):
C -0.949 -0.323 0.596
C 3.687 -0.379 0.617
C 1.634 -0.511 -1.366
C -1.280 0.155 0.236
C 2.080 -2.409 -0.922
N -0.138 1.254 -0.246
O -0.678 -0.015 0.593
P -1.473 0.573 -0.060
H -0.461 2.949 0.528
H -1.904 0.214 -0.467
H -0.421 -0.152 -0.659
H -1.257 -0.380 0.932
H 0.803 -0.575 -0.321
H 0.356 -0.400 0.539

Values from the calculation:
Max |F| = 3.76 eV Å⁻¹
HOMO energy (alpha / beta) = -5.6632 / -8.6339 eV
Multiplicity = 3
LUMO energy (alpha / beta) = 0.019 / -0.079 Ha
Energy above the lowest of the compared OMol25 structures with the same formula, charge and spin = 19.3 kcal/mol
Gap between HOMO and LUMO (alpha / beta) = 6.18 / 6.49 eV
Net charge = 0

---

no.,DFT total energy (eV)
1,-8807.38360
2,-8803.77171
3,-8805.55121
4,-8805.56942
5,-36632.70561
6,-18102.39644